The following is a DFT calculation (ωB97M-V/def2-TZVPD) of a cluster of 13 separate species, C22H70O13 in total.

Calculated values
Energy relative to the best compared isomer or geometry (same formula, charge and spin): 4.727 eV
Orbital gap: 9.486 eV
LUMO energy: 0.376 eV
2S+1: 1
Net charge: 0
HOMO level: -0.3348 Eh

Last column: Löwdin charge in e.
Geometry (Å):
O -3.926 1.555 -3.705  -0.11
O 2.868 0.999 0.785  -0.14
O 1.552 2.751 -3.742  -0.10
O 3.346 3.001 2.806  -0.06
O -1.430 -3.190 2.998  -0.13
O 2.091 -4.777 1.205  -0.14
O -0.533 2.225 -2.006  -0.16
O -1.233 1.276 -4.412  -0.13
O -5.306 2.224 -1.523  -0.07
O -2.173 2.333 6.172  -0.06
O -2.079 -3.817 -2.248  -0.15
O 4.820 -1.598 -2.337  -0.15
O -0.271 -3.255 0.309  -0.07
C 1.724 -6.199 1.373  -0.12
C -3.297 -0.408 -2.401  -0.07
C -3.607 2.486 0.233  -0.07
C 0.855 -1.987 -1.427  -0.02
C 1.109 3.002 2.246  -0.06
C 0.148 2.794 -0.926  -0.13
C 2.147 4.990 3.236  -0.06
C 3.919 0.142 0.648  -0.17
C -4.632 3.088 -0.672  -0.33
C 3.564 1.709 -4.856  -0.08
C -2.042 1.369 4.072  -0.07
C 2.652 1.759 -3.611  -0.26
C -0.587 -3.674 4.038  -0.16
C 0.488 -2.084 0.097  -0.42
C 4.960 -2.995 -1.745  -0.09
C -1.565 0.091 6.225  -0.05
C -0.690 0.041 -4.927  -0.12
C -1.707 -5.220 -2.180  -0.11
C -1.453 1.337 5.422  -0.52
C 2.094 3.468 3.279  -0.47
C -4.031 0.110 -3.642  -0.27
C -0.140 -0.769 0.545  -0.03
H -0.653 -0.770 1.507  0.07
H -2.553 -5.906 -2.207  0.08
H -2.128 2.399 3.725  0.07
H -1.347 -0.762 -4.592  0.05
H 0.062 3.253 2.415  0.08
H 1.934 3.159 4.312  0.14
H -0.394 1.506 5.226  0.13
H -2.990 3.344 0.499  0.07
H -0.855 -0.073 -5.998  0.08
H -4.437 1.740 -2.914  0.00
H 4.096 -1.463 -2.953  0.05
H 0.075 -1.638 -2.104  0.07
H -4.222 3.834 -1.353  0.12
H -6.171 2.190 -1.107  0.11
H -4.117 2.174 1.145  0.08
H 1.208 1.941 2.016  0.07
H 0.897 2.578 -3.062  0.00
H -0.944 -0.367 -0.071  0.07
H -5.393 3.664 -0.146  0.12
H 2.191 0.777 -3.501  0.08
H 3.027 1.548 1.556  0.03
H 1.183 5.444 3.468  0.09
H -2.582 -0.121 6.554  0.09
H -2.266 -3.583 -3.160  0.07
H -3.555 -0.216 -4.567  0.10
H 5.898 -3.248 -1.250  0.07
H -2.177 3.234 5.842  0.08
H -0.790 -3.344 -0.494  0.06
H 0.109 -2.918 4.403  0.06
H 0.660 -6.433 1.337  0.07
H 1.133 -2.925 -1.906  0.08
H 2.214 -6.774 0.587  0.07
H 0.075 -4.489 3.743  0.07
H 4.176 -3.364 -1.083  0.06
H 1.054 2.240 -0.680  0.08
H 0.367 3.826 -1.200  0.10
H 1.332 -2.200 0.777  0.13
H 2.109 -6.560 2.327  0.07
H -0.827 1.408 -3.553  0.00
H -2.250 -0.120 -2.312  0.05
H -1.280 -3.949 4.833  0.08
H -5.102 -0.088 -3.671  0.11
H -1.211 2.817 -2.339  0.11
H 2.997 1.625 -5.783  0.08
H 3.597 -0.874 0.416  0.06
H 4.681 0.135 1.426  0.09
H -1.125 -5.355 -1.269  0.07
H 1.389 3.538 1.339  0.08
H -3.345 -1.488 -2.537  0.06
H 4.335 0.442 -0.314  0.07
H -0.567 2.801 -0.103  0.07
H 4.330 0.934 -4.862  0.06
H -1.222 -5.393 -3.141  0.08
H 4.212 2.585 -4.819  0.07
H -0.883 0.096 7.075  0.08
H 4.092 3.485 3.168  0.10
H -0.948 -3.231 2.168  0.02
H 0.337 -0.085 -4.586  0.07
H 1.314 -4.242 1.021  0.01
H 3.198 1.966 -2.691  0.10
H 2.989 5.350 3.826  0.08
H 2.478 5.340 2.259  0.09
H -2.977 1.722 -0.222  0.06
H 1.723 -1.347 -1.586  0.06
H -1.384 0.837 3.384  0.08
H 0.556 0.057 0.686  0.05
H -1.138 -0.703 5.612  0.08
H -3.710 -0.067 -1.451  0.06
H -3.081 1.053 4.168  0.09
H 4.961 -3.719 -2.560  0.06

***

The following is a DFT calculation (ωB97M-V/def2-TZVPD) of a cluster of 10 separate species, C22H70O28P6 in total.

Calculated values
Energy relative to the best compared isomer or geometry (same formula, charge and spin): 5.171 eV
Orbital gap: 10.131 eV
LUMO energy: 0.110 eV
2S+1: 1
Net charge: 0
HOMO level: -0.3683 Eh

Last column: Löwdin charge in e.
Geometry (Å):
P -23.558 -3.253 -1.836  0.47
P -19.737 -14.512 -0.841  0.49
P -20.004 -17.048 -8.593  0.54
P -22.474 -2.215 -10.058  0.43
P -24.767 -11.493 -12.381  0.48
P -16.640 -4.830 -5.186  0.45
O -25.526 -10.071 -12.017  -0.24
O -20.673 -17.745 -7.269  -0.21
O -26.298 -15.767 -8.331  -0.11
O -23.839 -3.523 -0.365  -0.27
O -16.913 -3.335 -4.560  -0.24
O -20.749 -15.706 -1.293  -0.22
O -22.700 -9.953 -6.550  -0.12
O -18.530 -15.326 -0.142  -0.20
O -24.353 -11.618 -3.277  -0.13
O -24.323 -1.976 -2.492  -0.23
O -23.688 -2.560 -9.072  -0.22
O -23.192 -11.150 -12.213  -0.20
O -20.045 -15.488 -8.103  -0.25
O -23.036 -0.937 -10.882  -0.23
O -19.045 -14.028 -2.267  -0.23
O -23.778 -4.519 -2.840  -0.23
O -25.269 -12.649 -11.529  -0.28
O -20.701 -17.370 -9.901  -0.26
O -20.320 -13.444 -0.005  -0.23
O -18.407 -17.464 -8.498  -0.22
O -21.931 -3.310 -10.937  -0.25
O -24.987 -11.604 -13.949  -0.23
O -21.374 -1.590 -9.082  -0.24
O -16.312 -5.816 -4.147  -0.23
O -22.010 -2.888 -2.053  -0.23
O -15.477 -4.660 -6.334  -0.22
O -17.952 -5.108 -6.048  -0.21
O -30.188 -9.196 -4.977  -0.11
C -21.175 -14.644 -8.146  -0.10
C -25.055 -5.225 -2.856  -0.07
C -17.785 -16.246 -0.927  -0.12
C -23.452 -3.518 -8.033  -0.08
C -22.667 -10.189 -13.083  -0.13
C -19.032 -5.869 -5.481  -0.09
C -14.154 -4.327 -6.008  -0.13
C -21.592 -0.363 -8.359  -0.08
C -29.585 -10.188 -5.706  -0.20
C -23.794 -9.645 -7.405  -0.16
C -24.033 -0.675 -2.034  -0.11
C -20.097 -17.463 -6.031  -0.15
C -17.195 -2.188 -5.415  -0.09
C -22.144 -0.194 -11.617  -0.14
C -24.761 -12.856 -14.583  -0.09
C -27.470 -15.123 -7.925  -0.19
C -24.898 -12.821 -3.760  -0.16
C -26.913 -9.982 -11.758  -0.11
C -17.525 -16.936 -9.466  -0.13
C -19.573 -12.876 -2.891  -0.12
C -21.079 -3.651 -1.308  -0.11
C -21.742 -16.154 -0.421  -0.14
H -17.958 -16.182 -2.001  0.08
H -13.983 -4.292 -4.932  0.09
H -24.433 -10.517 -7.543  0.07
H -22.323 0.824 -11.269  0.09
H -24.080 -3.336 -7.161  0.09
H -21.977 -15.118 -8.712  0.09
H -23.776 0.023 -2.830  0.09
H -23.078 -10.338 -5.756  0.06
H -28.216 -15.131 -8.720  0.07
H -20.161 -3.740 -1.889  0.09
H -23.991 -12.770 -15.350  0.09
H -24.628 -11.424 -2.378  0.08
H -25.931 -15.174 -8.991  0.07
H -27.489 -10.906 -11.792  0.09
H -19.121 -16.979 -5.982  0.09
H -29.486 -11.081 -5.088  0.07
H -23.178 -0.777 -1.365  0.08
H -27.215 -14.066 -7.840  0.07
H -16.708 -16.141 -0.797  0.09
H -25.302 -13.278 -2.856  0.08
H -25.689 -13.229 -15.016  0.10
H -22.421 -3.425 -7.691  0.08
H -22.387 -0.272 -12.677  0.10
H -17.088 -17.660 -10.154  0.09
H -20.795 -16.865 -5.445  0.09
H -25.177 -5.906 -2.015  0.09
H -23.659 -4.499 -8.460  0.09
H -24.399 -8.822 -7.026  0.07
H -24.330 -13.582 -13.893  0.09
H -31.050 -9.448 -4.639  0.08
H -18.865 -12.066 -3.069  0.09
H -19.943 -13.225 -3.854  0.08
H -26.994 -9.499 -10.784  0.09
H -21.956 -10.662 -13.761  0.09
H -21.758 -17.237 -0.302  0.09
H -24.880 -0.222 -1.520  0.09
H -21.582 -15.755 0.581  0.08
H -20.877 -3.181 -0.345  0.09
H -18.077 -1.687 -5.017  0.08
H -21.126 -0.529 -11.422  0.09
H -18.782 -6.323 -4.522  0.08
H -17.659 -2.465 -6.362  0.08
H -27.246 -9.287 -12.529  0.09
H -30.173 -10.396 -6.600  0.08
H -16.579 -16.629 -9.022  0.08
H -21.428 -4.655 -1.068  0.09
H -27.981 -15.435 -7.015  0.08
H -22.758 -15.814 -0.623  0.09
H -21.068 -13.639 -8.556  0.09
H -20.385 -12.355 -2.384  0.08
H -17.873 -16.051 -9.999  0.09
H -24.237 -13.513 -4.281  0.08
H -22.437 0.227 -8.716  0.09
H -16.321 -1.541 -5.492  0.09
H -17.942 -17.297 -0.685  0.09
H -23.464 -9.326 -8.393  0.08
H -25.808 -4.437 -2.814  0.08
H -19.906 -18.404 -5.514  0.09
H -22.183 -9.374 -12.546  0.10
H -25.733 -12.595 -4.423  0.07
H -25.208 -5.766 -3.790  0.08
H -23.449 -9.729 -13.687  0.08
H -19.267 -6.751 -6.077  0.09
H -21.746 -0.556 -7.297  0.09
H -19.938 -5.290 -5.303  0.09
H -13.755 -3.433 -6.487  0.08
H -20.715 0.279 -8.435  0.09
H -28.573 -9.904 -5.996  0.08
H -21.432 -14.508 -7.096  0.08
H -13.517 -5.089 -6.457  0.09

***

The following is a DFT calculation (ωB97M-V/def2-TZVPD) of a cluster of 22 separate species, C22H76BrCl3FIN2O26SSi in total.

Calculated values
Orbital gap: 8.004 eV
LUMO energy: -0.454 eV
2S+1: 1
Net charge: 0
HOMO level: -0.3108 Eh

Last column: Löwdin charge in e.
Geometry (Å):
I 1.082 -1.694 -3.230  1.11
Br -3.813 -1.882 -3.583  0.65
Cl 2.925 1.425 -2.328  0.85
Cl -1.776 4.365 3.055  0.43
Cl -1.965 2.981 -2.901  0.74
S -2.650 3.139 4.467  0.33
Si 4.147 0.199 2.588  0.47
F 1.005 2.747 -1.413  -0.01
O -1.640 2.761 5.355  -0.31
O 4.043 -3.751 1.041  -0.05
O -1.711 -8.006 -4.371  -0.06
O 0.805 2.381 1.769  -0.06
O 3.417 4.617 -3.596  -0.07
O -6.891 3.084 -3.007  -0.05
O -2.852 8.892 4.306  -0.05
O 0.975 -7.706 -5.036  -0.07
O -4.836 6.445 3.317  -0.06
O -4.530 4.405 -4.987  -0.07
O -0.083 -5.942 -1.178  -0.06
O 6.622 -0.002 -0.509  -0.05
O 5.980 -4.210 -0.975  -0.08
O -4.313 -3.310 1.489  -0.04
O 0.590 0.639 -1.255  -0.07
O -3.759 3.752 5.083  -0.31
O -2.463 -5.334 -3.272  -0.07
O -5.921 9.539 5.431  -0.06
O 6.268 4.762 0.490  -0.06
O 3.585 -0.802 1.364  -0.24
O 2.950 4.727 0.116  -0.04
O 0.100 3.971 -4.027  0.09
O 0.770 -3.070 -6.314  -0.11
O -1.264 6.876 -4.210  -0.06
O 3.611 -6.708 -5.332  -0.04
O -5.563 -0.020 3.607  -0.05
N -0.153 -1.353 0.845  -0.04
N 0.740 -3.822 3.327  0.12
C -0.308 2.993 -3.553  -0.78
C -1.135 -3.561 1.225  0.00
C 0.495 1.722 -3.460  -0.14
C 2.594 -0.147 0.537  -0.24
C 5.176 -0.925 3.718  -0.14
C -3.118 1.652 3.550  -0.25
C -3.179 -2.632 -1.886  -0.59
C -1.607 -0.783 -1.198  -0.17
C 2.134 -1.170 -0.467  -0.20
C 0.642 -2.793 2.534  -0.10
C 2.767 0.901 3.685  -0.13
C -0.232 -2.586 1.530  -0.23
C 5.315 1.533 1.984  -0.14
C -1.876 0.770 3.515  -0.21
C -0.606 -0.205 1.623  -0.16
C -2.924 -1.518 -0.880  -0.29
C 1.179 1.531 -2.071  -0.85
C -0.166 -4.709 3.022  -0.19
C -1.952 -0.281 2.348  -0.12
C 0.904 -0.736 -1.289  -0.69
C -1.063 -4.651 2.034  -0.08
C -0.356 -1.434 -0.589  -0.29
H 6.080 1.612 2.753  0.04
H -1.855 -3.530 0.436  0.10
H 0.137 -0.047 2.402  0.08
H 5.349 4.467 0.466  0.00
H 3.407 -4.076 0.394  0.05
H 2.356 4.391 -0.562  0.01
H -6.416 0.186 3.209  0.05
H 7.315 0.155 -1.157  0.04
H 3.087 0.718 0.101  0.08
H -0.325 -6.390 -0.361  0.02
H -2.314 -3.254 -2.042  0.04
H -4.975 9.484 5.246  0.00
H 4.851 2.512 1.933  0.02
H 0.457 -2.711 -7.150  0.04
H 6.710 -4.779 -0.716  0.03
H -1.734 -5.474 1.883  0.11
H 2.945 -1.275 -1.184  0.07
H 0.354 2.881 2.459  0.00
H -1.147 5.924 -4.122  -0.01
H 2.498 4.327 -3.625  -0.01
H 6.229 -0.683 3.654  0.02
H 1.728 -2.989 -6.366  0.03
H 1.812 0.197 1.207  0.07
H -2.972 -1.877 0.136  0.06
H -1.724 -8.003 -5.332  0.05
H 4.202 -7.062 -4.661  0.06
H 1.746 -7.180 -5.303  0.00
H -3.804 3.953 -4.543  -0.04
H -1.564 -0.773 -2.282  0.05
H -2.178 -1.232 2.815  0.11
H -7.597 2.493 -2.733  0.04
H -4.939 -3.149 2.202  0.04
H -1.793 0.199 4.426  0.12
H 5.829 1.256 1.069  0.01
H 4.156 -6.643 -6.122  0.05
H -4.770 -3.927 0.907  0.05
H -1.758 0.248 -0.905  0.10
H 2.821 5.680 0.092  0.05
H 6.409 5.150 -0.378  0.03
H -3.282 8.052 4.111  0.00
H -1.077 -8.693 -4.149  0.03
H -3.740 -0.812 -1.005  0.09
H 4.800 -0.937 4.733  0.02
H 1.021 -7.712 -4.075  0.03
H -3.434 1.956 2.560  0.10
H -0.176 0.902 -3.671  0.07
H -2.769 0.028 1.714  0.10
H -6.273 10.050 4.696  0.03
H -6.947 3.812 -2.377  0.04
H -1.749 -5.196 -3.906  0.05
H -2.040 6.967 -4.773  0.03
H -3.918 1.101 4.046  0.08
H 5.093 -1.947 3.346  0.02
H -0.607 0.710 1.066  0.11
H 2.520 1.890 3.317  0.01
H 3.560 5.016 -4.460  0.04
H -2.231 9.016 3.581  0.04
H 1.283 1.817 -4.189  0.10
H 3.942 -2.786 1.015  0.02
H -5.264 4.365 -4.364  0.01
H 1.903 0.255 3.561  0.01
H 5.419 -4.158 -0.180  -0.02
H -4.007 -3.227 -1.535  0.04
H -2.748 -6.241 -3.439  0.02
H 2.010 -2.158 -0.054  0.11
H 6.374 -0.924 -0.643  0.04
H -5.231 6.549 4.192  0.05
H 0.769 2.962 1.000  0.04
H -0.332 -2.448 -0.965  0.10
H -4.230 5.704 3.416  -0.03
H 3.125 0.902 4.703  0.03
H -0.183 -5.587 3.649  0.11
H -5.788 -0.514 4.404  0.05
H -0.897 -5.926 -1.700  0.00
H 1.362 -2.008 2.714  0.12
H -0.988 1.373 3.381  0.07

***

The following is a DFT calculation (ωB97M-V/def2-TZVPD) of a structure of composition C23H12MnN6O5.

Calculated values
Orbital gap (spin up / spin down): 4.840 / 4.966 eV
LUMO energy (spin up / spin down): -2.443 / -2.470 eV
2S+1: 2
Net charge: 0
HOMO level (spin up / spin down): -0.2676 / -0.2733 Eh

Last column: natural (NBO) charge in e.
Geometry (Å):
Mn 0.768 -1.236 -0.861  1.03
O 3.463 -5.536 -3.863  -0.47
O 1.916 -2.677 -0.336  -0.69
O 3.631 -5.051 -0.941  -0.53
O 0.783 -1.728 -2.711  -0.68
O 1.701 -3.433 -4.990  -0.53
N -3.363 -3.215 0.317  -0.36
N 2.164 0.130 -0.981  -0.37
N -3.312 5.318 3.708  -0.38
N -0.903 -2.160 -0.434  -0.37
N 3.955 2.257 -0.985  -0.36
N -0.111 0.172 0.120  -0.55
C -1.798 -1.431 0.284  0.10
C 2.005 -3.574 -3.829  0.39
C 4.230 1.107 -1.576  0.03
C -2.034 3.262 2.275  -0.06
C 0.521 1.331 0.282  0.32
C -1.427 4.495 2.480  -0.22
C -3.305 3.096 2.814  -0.22
C 2.152 -3.233 -1.497  0.16
C 2.920 -4.658 -3.253  0.39
C -1.355 2.169 1.513  0.06
C 1.868 1.308 -0.369  0.09
C 3.342 0.036 -1.580  0.04
C 2.999 -4.406 -1.745  0.38
C 2.766 2.346 -0.383  0.03
C -0.075 2.358 0.978  -0.25
C -1.250 -3.397 -0.763  0.04
C -1.982 0.933 1.318  -0.18
C -2.096 5.478 3.193  0.05
C 1.588 -2.760 -2.681  0.16
C -3.894 4.138 3.513  0.05
C -3.008 -1.970 0.645  0.04
C -1.327 -0.050 0.612  0.23
C -2.484 -3.913 -0.381  0.03
H -3.858 2.174 2.708  0.21
H -2.762 -4.924 -0.652  0.22
H -3.723 -1.391 1.218  0.20
H -0.441 4.720 2.100  0.21
H 0.452 3.291 1.100  0.23
H -2.968 0.736 1.709  0.22
H 2.533 3.286 0.104  0.20
H 5.191 1.024 -2.067  0.22
H -1.629 6.442 3.356  0.20
H -0.536 -3.976 -1.334  0.24
H -4.884 4.017 3.936  0.20
H 3.576 -0.902 -2.067  0.24

***

The following is a DFT calculation (ωB97M-V/def2-TZVPD) of a structure of composition C23H13BrCdN3O5.

Calculated values
Orbital gap: 6.759 eV
LUMO energy: 1.903 eV
2S+1: 1
Net charge: -1
HOMO level: -0.1785 Eh

Last column: natural (NBO) charge in e.
Geometry (Å):
Cd -0.360 0.073 1.388  1.74
Br 5.875 3.734 2.294  -0.01
O 0.233 1.744 2.477  -0.82
O -2.269 -0.976 2.136  -0.82
O 3.155 -1.996 -0.046  -0.70
O 1.928 -0.655 1.259  -0.81
O -3.707 -2.427 1.231  -0.70
N -0.277 -1.972 0.701  -0.57
N 0.439 1.341 -0.269  -0.62
N -2.139 0.817 -0.174  -0.50
C 2.176 2.411 3.552  -0.28
C 0.859 -2.513 0.287  0.12
C -2.299 0.496 -2.567  -0.11
C 4.102 3.032 2.306  -0.15
C 3.458 2.868 3.536  -0.20
C -2.587 -1.964 1.421  0.74
C -4.266 0.453 -1.192  -0.26
C 0.480 0.860 -2.696  -0.24
C -0.259 0.555 -3.843  -0.20
C -3.435 0.669 -0.077  0.09
C 0.906 -3.824 -0.171  -0.23
C -1.558 0.766 -1.388  0.21
C 2.167 2.226 1.115  -0.17
C 3.488 2.709 1.130  -0.17
C -1.436 -3.988 0.287  -0.23
C 2.119 -1.633 0.499  0.74
C -1.395 -2.676 0.743  0.11
C 1.611 1.873 -0.142  0.22
C 1.449 2.084 2.363  0.45
C -1.620 0.394 -3.796  -0.21
C -0.266 -4.562 -0.190  -0.17
C -0.143 1.004 -1.465  0.13
C -3.695 0.346 -2.431  -0.13
H 1.655 2.259 4.485  0.21
H 1.856 -4.231 -0.481  0.24
H 4.028 2.799 0.197  0.21
H 3.980 3.106 4.453  0.22
H 0.259 0.453 -4.786  0.21
H -5.331 0.354 -1.051  0.22
H -2.368 -4.529 0.330  0.24
H 1.551 0.977 -2.786  0.22
H -0.263 -5.588 -0.534  0.21
H -4.288 0.147 -3.315  0.21
H -2.188 0.178 -4.689  0.20
H 2.222 2.108 -1.025  0.15
H -3.844 0.698 0.923  0.22

***

Number 1: F_max 2.9 eV Å⁻¹. Number 2: F_max 3.9 eV Å⁻¹. Number 3: F_max 3.6 eV Å⁻¹. Number 4: F_max 2.1 eV Å⁻¹. Number 5: F_max 1.1 eV Å⁻¹.